The following is a DFT calculation (wB97M-V/def2-TZVPD) of a structure of composition C12H18BF4K2O9.

```
46
Properties=species:S:1:pos:R:3:forces:R:3
K -0.908 3.515 -2.886 -0.0251 0.4167 0.1107
K 3.052 1.356 -3.542 -0.1834 -0.1020 -0.0059
B -0.048 1.046 -1.400 3.7548 -2.4884 3.8163
F 0.847 1.958 -1.915 1.2479 1.6596 -1.2776
F -1.243 1.197 -1.871 -3.9934 1.1219 -1.5612
F 0.436 -0.237 -1.730 0.1681 -0.0890 -0.3282
F 0.057 1.195 0.025 -0.6701 -0.1469 -0.8698
C -4.068 -0.629 0.938 0.6479 -1.1520 -1.2454
C -3.458 -0.190 -0.445 0.1144 -0.3066 0.6540
C -2.726 -1.176 -1.413 3.1678 -1.2769 4.0950
O -3.136 -0.938 -2.696 3.2539 -2.6891 0.6124
C -4.093 -0.140 -2.616 -4.4046 0.9897 -1.1176
O -4.651 0.127 -3.629 -1.5591 2.0310 -0.5964
O -4.509 0.094 -1.346 -0.7969 1.6677 -0.7927
H -3.320 -0.523 1.724 -0.1313 0.1982 -0.0143
H -4.341 -1.684 0.914 0.1220 -0.2389 -0.0957
H -5.012 -0.149 1.195 0.3459 0.6161 -0.2485
H -2.845 0.677 -0.198 -0.1333 0.3037 -0.5422
H -2.900 -2.145 -0.944 -0.6362 -0.7060 -1.0256
H -1.639 -1.115 -1.451 -0.0830 0.3270 0.5052
C 3.549 1.689 0.876 2.1759 1.5255 0.4918
C 3.423 3.242 0.848 0.3815 -3.5111 0.1094
C 3.906 3.917 -0.380 -0.3091 1.0992 -0.6098
O 2.712 4.717 -0.638 4.5899 2.2942 -4.2562
C 1.695 4.286 -0.075 -5.5127 1.1133 3.3211
O 0.584 4.842 -0.101 1.7389 -1.7083 -0.9047
O 2.019 3.336 0.781 -1.1043 0.2857 1.0402
H 3.480 1.514 1.950 -0.6908 -1.0615 -0.3142
H 4.581 1.451 0.616 0.1805 -0.2993 -0.0496
H 2.885 1.206 0.161 -0.2675 0.0688 0.5898
H 3.873 3.660 1.748 -0.4745 0.2529 0.1359
H 4.174 3.289 -1.229 -0.6126 -0.2963 -0.1314
H 4.764 4.583 -0.292 -0.2863 0.1923 0.4202
C 0.790 -2.577 0.196 -1.4790 1.2603 0.9573
C -0.131 -3.551 0.968 2.3509 1.0897 -0.8964
C 0.744 -4.391 1.904 -1.1176 -0.9706 -1.6491
O 0.142 -4.283 3.150 -1.2136 1.8280 1.2448
C -0.814 -3.246 3.105 -1.1131 -0.7724 2.3739
O -1.482 -2.871 4.056 1.9599 -0.8641 -2.1602
O -0.976 -2.832 1.853 -0.1758 0.2904 -0.2192
H 1.555 -3.019 -0.442 -0.5645 -0.0880 -0.2824
H 1.281 -1.853 0.846 0.4410 -0.5134 0.7159
H 0.094 -1.850 -0.222 0.3182 -0.3890 -1.2579
H -0.709 -4.066 0.201 -0.3142 -0.3802 0.5315
H 1.767 -4.018 1.842 0.0329 -0.3282 0.4870
H 0.597 -5.416 1.563 0.8599 -0.2536 0.2396
```
Positions in Å, forces in eV/Å.

The HOMO energy (spin up / spin down) is -4.05 / -10.45 eV. The calculation puts the orbital gap (spin up / spin down) at 3.38 / 9.87 eV. As for the expectation value of S²: 0.7502. The spin multiplicity is 2.

The following is a DFT calculation (wB97M-V/def2-TZVPD) of a cluster of 5 separate species, C20H41O19PS4 in total.

```
85
Properties=species:S:1:pos:R:3:forces:R:3
C 0.338 2.099 0.947 0.2861 -0.3597 -0.0790
C 0.583 1.795 2.434 -0.0182 0.1137 -0.1765
C -0.429 2.432 3.392 0.1143 0.3305 -0.2050
C -1.912 2.241 3.034 0.1084 -0.1158 0.1458
C -2.304 0.795 2.668 0.1715 0.0457 0.1036
C -2.951 0.585 1.299 -0.4637 -0.5650 0.1472
C -4.199 1.429 1.089 -0.3897 -0.1682 0.7106
O -4.604 1.401 -0.288 0.6968 0.2947 -0.4254
C -4.558 2.563 -0.966 -0.8501 0.5263 0.1928
O -4.796 3.654 -0.500 0.5365 -0.9536 -0.2712
O -4.336 2.342 -2.291 0.2573 0.0850 1.1222
P -2.779 2.553 -2.914 -0.3358 0.0993 -1.3195
C -2.032 3.957 -2.002 0.5625 0.1487 -0.0396
C -1.085 4.690 -2.992 -0.5115 -0.0981 0.0036
C -1.795 1.090 -2.404 0.2083 -0.0522 0.1169
C -0.648 0.927 -3.412 0.0643 0.0682 -0.0167
H 0.907 2.964 0.602 -0.2013 0.1417 0.0664
H 0.675 1.254 0.338 -0.0087 0.0773 -0.0163
H -0.717 2.239 0.716 0.0122 0.1353 0.0201
H 0.624 0.712 2.567 -0.0560 0.0441 0.0917
H 1.572 2.180 2.698 0.0087 -0.1647 0.1037
H -0.227 2.088 4.410 -0.0358 -0.0981 -0.0364
H -0.236 3.511 3.396 -0.0330 -0.0413 0.1244
H -2.166 2.943 2.235 -0.0235 -0.1315 -0.0407
H -2.496 2.556 3.903 -0.0215 0.1135 -0.1132
H -2.972 0.389 3.435 -0.0125 0.0740 -0.0567
H -1.413 0.164 2.705 -0.1167 -0.0491 -0.0192
H -2.247 0.677 0.476 0.0836 0.3419 -0.0054
H -3.287 -0.458 1.274 0.1999 -0.0032 -0.1875
H -4.104 2.446 1.468 0.0665 0.1251 -0.3915
H -5.009 0.971 1.664 -0.0480 0.1043 -0.0969
H -1.435 3.631 -1.147 -0.2642 -0.0776 0.1609
H -2.804 4.648 -1.668 -0.0534 -0.1821 0.1388
H -0.215 5.089 -2.475 0.0386 -0.0019 -0.0963
H -0.773 4.031 -3.803 0.2756 0.0347 0.0992
H -1.632 5.507 -3.464 0.1134 0.0516 -0.0115
H -1.350 1.154 -1.410 -0.2317 0.0176 0.1472
H -2.450 0.216 -2.448 -0.0515 0.0681 0.0836
H 0.070 1.748 -3.335 -0.1950 -0.1830 0.0344
H -0.113 -0.007 -3.229 -0.0096 0.0391 0.0088
H -1.020 0.918 -4.438 -0.0169 -0.0442 0.0194
O 1.851 2.884 -3.949 0.2078 0.1698 0.0495
S 3.041 2.114 -4.013 0.0264 0.0265 -0.0889
O 3.538 1.443 -2.867 -0.0645 -0.0233 0.0344
O 4.191 3.023 -4.651 -0.1208 0.0288 -0.0951
C 4.741 2.395 -5.819 0.1746 -0.2050 -0.0112
C 3.588 1.584 -6.377 -0.1172 0.2228 -0.1755
O 2.939 1.063 -5.208 0.1817 -0.0875 0.0718
H 5.573 1.758 -5.514 -0.0102 -0.0143 -0.0135
H 5.094 3.158 -6.506 -0.0683 0.1278 0.0952
H 3.912 0.761 -7.006 -0.0455 -0.1243 0.1254
H 2.880 2.209 -6.923 0.0229 0.0149 -0.0056
O -1.137 -2.534 1.245 0.0542 0.1189 -0.0732
S -1.505 -3.286 0.098 -0.1759 -0.0495 0.0454
O -0.899 -3.052 -1.162 0.1393 0.0362 0.0516
O -3.094 -3.221 -0.048 0.0298 -0.0173 0.1853
C -3.655 -4.544 -0.057 0.0616 -0.1933 -0.2851
C -2.694 -5.356 0.783 -0.2425 -0.0726 0.3791
O -1.398 -4.845 0.428 -0.0712 -0.0309 -0.2364
H -3.691 -4.900 -1.088 0.0071 -0.0088 0.0057
H -4.660 -4.516 0.354 0.0226 0.1806 0.0602
H -2.742 -6.422 0.579 0.2172 0.0058 -0.1119
H -2.854 -5.183 1.849 -0.0074 0.0021 -0.0029
O 4.706 5.571 4.002 0.0437 0.0287 0.0763
S 5.051 4.209 4.192 0.0322 -0.0635 -0.1339
O 5.108 3.637 5.488 -0.0763 0.0373 0.0378
O 6.422 3.930 3.416 -0.0745 0.1097 -0.1087
C 6.260 2.865 2.469 -0.0050 -0.2827 0.0651
C 4.805 2.953 2.057 0.0109 0.1970 -0.2419
O 4.124 3.282 3.277 0.0738 -0.1528 0.1025
H 6.482 1.919 2.967 -0.0189 -0.0088 -0.0150
H 6.945 3.012 1.639 0.0468 0.1549 0.0571
H 4.415 2.018 1.665 -0.1057 -0.0216 0.1449
H 4.636 3.754 1.335 0.0291 -0.0117 -0.0118
O -2.044 -10.465 2.506 -0.0661 -0.0806 -0.1333
S -1.490 -9.512 1.616 0.1901 0.1344 0.0599
O -2.162 -9.123 0.428 -0.1708 0.0115 0.0606
O 0.003 -9.951 1.267 -0.0134 -0.0319 0.2040
C 0.930 -8.904 1.601 0.0583 0.2569 -0.1655
C 0.275 -8.187 2.765 0.1245 -0.1714 0.2171
O -1.119 -8.179 2.421 0.0500 0.0831 -0.1861
H 1.042 -8.248 0.736 -0.0056 0.0139 0.0147
H 1.890 -9.341 1.858 -0.0658 -0.1647 -0.0048
H 0.624 -7.166 2.885 -0.1563 0.0695 -0.0691
H 0.401 -8.735 3.700 0.0214 -0.0058 -0.0108
```
Positions in Å, forces in eV/Å.

The HOMO energy is -8.24 eV. The SMILES is CCCCCCCOC(=O)OP(CC)CC.O=S1(=O)OCCO1.O=S1(=O)OCCO1.O=S1(=O)OCCO1.O=S1(=O)OCCO1. The calculation puts the orbital gap at 8.48 eV.

The following is a DFT calculation (wB97M-V/def2-TZVPD) of a structure of composition C4H6O.

```
11
Properties=species:S:1:pos:R:3:forces:R:3
O 1.579 0.303 1.390 -0.5131 0.2455 -0.6037
C 0.545 0.373 0.774 0.6017 1.0422 0.9300
C -0.523 -0.647 0.514 -0.9398 -0.2739 -0.4969
C -1.251 0.518 -0.208 0.8513 0.0994 -0.4662
C -0.265 1.404 0.040 -0.5016 0.1807 -0.1787
H -0.081 -1.397 -0.150 -0.7415 -0.4131 0.4478
H -1.024 -0.969 1.435 0.2375 -0.5150 -0.3866
H -2.138 0.643 -0.856 0.4691 -0.3706 0.8098
H 1.596 -1.703 -1.503 0.2515 0.8760 0.2434
H -0.212 2.451 -0.226 0.3802 0.0146 0.0799
H 1.756 -0.994 -1.249 -0.0952 -0.8859 -0.3789
```
Positions in Å, forces in eV/Å.

The HOMO energy is -9.78 eV. The calculation puts the orbital gap at 10.28 eV.

The following is a DFT calculation (wB97M-V/def2-TZVPD) of a structure of composition C6H15F4K3N2O12PS4.

```
47
Properties=species:S:1:pos:R:3:forces:R:3
K 0.262 11.093 0.462 -0.2041 -0.2515 -0.0504
K 4.431 7.282 0.425 -0.1304 -0.4157 -0.0919
K -6.012 9.666 -0.784 -0.2202 -0.6876 -0.1436
N -0.065 6.765 -0.079 -0.4760 1.2712 6.4713
S -1.200 5.996 0.930 -0.1278 -0.0188 3.5549
O -1.112 4.540 0.956 -0.9252 2.9964 -0.7561
O -2.436 6.792 1.067 2.7382 -1.8637 -0.4116
F -0.385 6.301 2.340 -0.5454 0.5364 -1.1391
S -0.454 6.143 -1.351 -0.7283 -3.9290 -9.0278
O -1.785 6.501 -1.831 1.3673 -0.9799 0.9558
O 0.121 4.809 -1.565 -1.4117 2.3066 0.2782
F 0.441 7.026 -2.356 0.5931 0.5666 0.2639
N -6.235 3.375 -2.022 -1.5299 0.1617 3.4827
S -7.393 3.920 -1.033 -0.5869 -0.3281 3.8012
O -8.781 3.589 -1.270 1.5916 0.4925 -0.3544
O -7.105 5.268 -0.557 -0.1781 -1.4626 -0.2561
F -7.018 2.889 0.161 -0.0487 1.1150 -0.4150
S -6.807 3.844 -3.325 0.3073 0.5591 -11.0827
O -6.850 5.269 -3.692 -0.4813 -1.1995 1.9516
O -7.806 3.038 -4.069 1.7992 1.3185 2.5317
F -5.408 3.478 -4.146 -0.8047 -0.1710 0.4350
C 3.062 -5.399 3.887 -0.0612 1.0788 0.7355
C 2.643 -5.621 2.459 0.4058 0.0874 -0.2786
O 1.409 -4.944 2.086 -0.3179 0.6902 -0.9735
P 1.359 -4.000 0.743 -0.1476 -2.2148 -0.5977
O 0.020 -3.684 0.133 2.7145 -0.3557 1.7248
O 2.358 -2.816 1.235 -0.7684 -2.0016 0.0323
C 2.954 -2.034 0.218 1.0101 1.2830 0.1922
C 4.303 -1.417 0.673 -1.3201 0.1007 -0.1053
O 2.293 -4.949 -0.314 -0.0498 4.2088 4.3892
C 1.764 -5.967 -1.031 1.3036 -1.9443 -2.9188
C 2.804 -7.118 -1.072 -0.7809 0.1147 0.7929
H 2.497 -5.977 4.619 0.1850 -0.3126 -0.1825
H 4.139 -5.531 3.987 -0.0303 -0.6793 -0.0045
H 2.962 -4.372 4.239 -0.3439 0.2994 -0.4224
H 3.444 -5.330 1.780 -0.0876 0.2267 0.0297
H 2.555 -6.701 2.335 -0.5875 0.0102 -0.3358
H 3.228 -2.717 -0.586 -0.5717 0.5016 -0.5711
H 2.221 -1.244 0.058 0.1927 -0.0579 -1.0268
H 4.203 -0.682 1.472 -0.1652 -0.7210 0.7737
H 4.949 -2.273 0.870 0.4966 0.5983 0.1853
H 4.648 -0.716 -0.087 0.3348 -0.7191 -0.6779
H 0.784 -6.356 -0.753 -0.0834 0.4632 0.0096
H 1.862 -5.542 -2.030 -1.3782 -0.5138 -0.6209
H 2.513 -7.846 -1.829 0.0752 -0.0290 0.0406
H 3.816 -6.757 -1.259 -0.1474 0.1586 -0.1764
H 2.808 -7.594 -0.091 0.1250 -0.2893 -0.0109
```
Positions in Å, forces in eV/Å.

The HOMO energy is -9.32 eV. The total charge is +1. The calculation puts the orbital gap at 3.65 eV.

The following is a DFT calculation (wB97M-V/def2-TZVPD) of a cluster of 8 separate species, C15H20Cl6O11 in total.

```
52
Properties=species:S:1:pos:R:3:forces:R:3
O 19.415 -31.325 -7.534 4.1667 0.1085 0.1266
C 20.623 -31.044 -7.809 -3.5230 1.4560 -1.9978
C 20.923 -29.969 -8.728 -0.8482 1.4267 -1.1128
C 22.112 -29.544 -9.175 -0.2679 0.8372 -0.9371
O 22.208 -28.619 -10.160 -0.5239 -0.0377 0.7314
C 23.371 -30.177 -8.782 1.4787 -2.5752 0.5939
O 24.512 -29.943 -9.230 -3.2019 -0.1133 1.3001
C 23.020 -31.374 -7.873 3.5932 1.2694 -1.4859
C 21.832 -31.754 -7.488 -0.8702 -0.7664 1.7632
O 21.595 -32.742 -6.646 0.5359 -1.0417 0.5821
H 20.081 -29.496 -9.210 -0.2687 0.1183 0.1786
H 23.062 -28.205 -10.016 0.5769 0.1987 -0.5085
H 23.896 -31.946 -7.603 -0.0225 -0.1450 0.2937
H 20.669 -32.593 -6.438 -0.8128 -0.7256 0.4681
O 20.258 -12.958 -9.723 -1.3694 -0.1113 0.2189
C 19.873 -14.110 -9.645 1.6208 -0.8483 0.3370
C 20.759 -15.197 -10.001 0.9741 -1.8132 -1.3763
C 20.467 -16.517 -9.962 0.5955 -0.7131 -0.0824
O 21.335 -17.453 -10.403 0.6586 1.3248 -0.2899
C 19.199 -17.022 -9.404 -1.8486 0.9189 1.0549
O 18.901 -18.197 -9.302 0.6561 0.3714 -0.3345
C 18.303 -15.933 -8.891 0.9347 0.1328 -0.5263
C 18.642 -14.628 -9.003 -2.4835 0.9086 1.5043
O 17.819 -13.695 -8.385 0.8167 -1.2141 -0.8556
H 21.710 -15.011 -10.477 0.1221 0.6045 0.1199
H 21.137 -18.376 -10.226 -0.8834 -0.0440 0.3463
H 17.407 -16.223 -8.362 -0.0319 0.0200 -0.0268
H 18.165 -12.822 -8.585 0.2390 0.4203 -0.0943
Cl 23.606 -21.647 -6.245 0.0197 0.5613 -0.6731
C 23.922 -19.849 -6.245 -0.4471 -1.2207 -1.3399
Cl 24.260 -19.462 -4.631 0.4088 1.0785 1.4572
H 24.756 -19.628 -6.911 0.0157 -0.2500 0.2462
H 23.036 -19.343 -6.630 -0.0026 -0.1792 0.2967
Cl 19.774 -19.856 -15.638 0.0581 0.0253 0.6211
C 21.365 -20.522 -16.011 0.0663 -0.3313 -0.7560
Cl 22.442 -19.272 -16.650 0.0426 0.0029 -0.1508
H 21.928 -20.993 -15.205 -0.7177 0.1820 0.2812
H 21.126 -21.251 -16.785 0.5379 0.1052 0.0253
Cl 16.331 -25.205 -8.522 0.2303 0.0855 -0.2133
C 17.169 -23.700 -8.121 -0.1660 0.1586 0.6830
Cl 16.945 -23.386 -6.328 0.3150 0.0983 -1.3090
H 18.231 -23.760 -8.358 -0.1627 -0.2817 0.3556
H 16.746 -22.897 -8.724 -0.1954 -0.0421 0.4755
O 22.013 -22.544 -10.532 0.0002 0.2712 0.0620
H 22.450 -23.239 -10.039 0.1638 -0.1466 0.1597
H 21.510 -23.007 -11.203 -0.1950 -0.1010 -0.2587
O 19.105 -24.015 -13.402 0.2838 0.0807 0.0391
H 18.324 -23.514 -13.638 -0.1785 0.1932 -0.0833
H 18.766 -24.851 -13.081 -0.0580 -0.2547 0.0772
O 25.982 -24.912 -11.427 -0.1396 -0.1654 0.1438
H 26.220 -24.978 -12.352 0.0515 -0.0663 -0.2392
H 26.237 -24.024 -11.176 0.0559 0.2292 0.1087
```
Positions in Å, forces in eV/Å.

The HOMO energy is -9.74 eV. The SMILES is O=C1C=C(O)C(=O)C=C1O.O=C1C=C(O)C(=O)C=C1O.ClCCl.ClCCl.ClCCl.O.O.O. The calculation puts the orbital gap at 7.62 eV.

The following is a DFT calculation (wB97M-V/def2-TZVPD) of a cluster of 2 separate species, C2H3ClFI in total.

```
8
Properties=species:S:1:pos:R:3:forces:R:3
C 2.162 0.690 0.313 -0.2343 2.0423 2.7689
C 0.872 0.481 0.345 -0.9196 0.5924 0.4136
F 0.085 0.896 1.360 0.2248 0.0734 -0.7851
Cl -0.031 -0.152 -0.981 0.0043 -0.3462 0.4766
H 2.720 0.104 -0.279 1.8477 -1.4697 -2.6843
H 2.727 1.370 0.993 -0.9419 -0.8997 -0.1903
I -4.477 -1.988 -1.517 -1.0640 -1.5031 -3.2795
H -4.058 -1.400 -0.236 1.0829 1.5107 3.2801
```
Positions in Å, forces in eV/Å.

The HOMO energy is -9.92 eV. The SMILES is C=C(F)Cl.I. The calculation puts the orbital gap at 10.70 eV.

For reference, E_tot by record: -75364.4620 -112933.8450 -6289.8749 -146480.7972 -113532.6961 -25461.5993 eV.